{"formula": "C33H67F12N10O17S4", "method": "wB97M-V/def2-TZVPD", "e_homo_ev": -6.8, "total_charge": -1, "homo_lumo_gap_ev": 8.1, "elements": ["N", "H", "H", "H", "H", "C", "F", "F", "F", "S", "O", "O", "N", "S", "O", "O", "C", "F", "F", "F", "C", "F", "F", "F", "S", "O", "O", "N", "S", "O", "O", "C", "F", "F", "F", "C", "O", "N", "C", "C", "H", "H", "H", "H", "H", "H", "H", "C", "O", "N", "C", "C", "H", "H", "H", "H", "H", "H", "H", "C", "O", "N", "C", "C", "H", "H", "H", "H", "H", "H", "H", "C", "O", "N", "C", "C", "H", "H", "H", "H", "H", "H", "H", "C", "O", "N", "C", "C", "H", "H", "H", "H", "H", "H", "H", "C", "O", "N", "C", "C", "H", "H", "H", "H", "H", "H", "H", "C", "C", "O", "C", "H", "H", "H", "H", "H", "H", "C", "C", "O", "C", "H", "H", "H", "H", "H", "H", "C", "C", "O", "C", "H", "H", "H", "H", "H", "H", "C", "C", "N", "H", "H", "H"], "positions_angstrom": [[-0.0383, -1.9332, 3.5966], [0.0702, -1.4186, 4.5137], [-1.0278, -2.1487, 3.3981], [0.3759, -2.8624, 3.5969], [0.2815, -1.3895, 2.7713], [-2.5641, -0.6765, 6.0480], [-2.4892, -1.9144, 5.5410], [-2.6822, 0.2323, 5.0902], [-3.6292, -0.5836, 6.8517], [-1.0614, -0.3559, 7.1246], [-1.2055, 1.0167, 7.5403], [-1.0694, -1.3151, 8.1936], [0.1782, -0.6007, 6.0212], [1.3051, 0.4150, 6.4229], [0.9996, 1.7514, 6.0099], [1.8484, 0.2141, 7.7386], [2.7454, -0.1301, 5.3155], [3.1255, -1.3683, 5.6103], [2.3693, -0.0461, 4.0301], [3.7823, 0.6690, 5.4967], [3.1429, -0.8567, 0.8871], [3.1998, 0.4433, 1.1262], [4.1941, -1.1855, 0.1571], [3.1750, -1.5160, 2.0363], [1.5547, -1.2281, -0.0314], [1.7425, -0.5387, -1.3011], [1.4544, -2.6676, -0.1907], [0.3644, -0.7129, 1.0505], [-0.7548, -0.1231, 0.0967], [-0.5274, 1.2220, -0.3506], [-1.2760, -1.0544, -0.8834], [-2.1767, 0.1364, 1.2955], [-2.4585, -0.9713, 1.9791], [-1.8457, 1.1126, 2.1276], [-3.2674, 0.4788, 0.6301], [-1.6278, -3.7960, 1.3281], [-2.0156, -3.4122, 2.4273], [-2.4113, -4.4445, 0.4545], [-1.8389, -5.0401, -0.7556], [-3.7821, -4.7233, 0.8675], [-0.5883, -3.6842, 0.9863], [-0.8949, -4.5697, -1.0305], [-2.5248, -4.7344, -1.5498], [-1.6910, -6.1020, -0.5647], [-4.3795, -5.0779, 0.0340], [-3.6910, -5.4981, 1.6387], [-4.2147, -3.8919, 1.4195], [-2.2153, 4.0179, -0.6144], [-1.9858, 5.0268, 0.0237], [-2.1121, 3.9115, -1.9560], [-2.3562, 2.6567, -2.6636], [-1.7506, 5.0476, -2.7844], [-2.4442, 3.0517, -0.1406], [-1.4599, 2.3455, -3.2062], [-3.1377, 2.7957, -3.4105], [-2.6012, 1.8421, -1.9885], [-0.6694, 5.1000, -2.9271], [-2.3052, 4.9598, -3.7177], [-2.0558, 5.9697, -2.2907], [-5.7246, 1.6985, -0.6476], [-5.6928, 2.6531, -1.3991], [-6.3546, 1.6893, 0.5525], [-6.4473, 0.4584, 1.2932], [-7.0992, 2.8103, 1.0648], [-5.1636, 0.7761, -0.8496], [-7.4980, 0.1757, 1.4588], [-6.0401, 0.5427, 2.3056], [-6.0689, -0.4383, 0.8034], [-7.1408, 3.6122, 0.3303], [-8.1484, 2.5630, 1.2466], [-6.6199, 3.1572, 1.9811], [4.2817, -3.5181, -5.5960], [5.3415, -3.4972, -5.0069], [3.0742, -3.2807, -5.0552], [1.8503, -3.3726, -5.8334], [2.8955, -3.2562, -3.6245], [4.2179, -3.6778, -6.6844], [1.2016, -2.5181, -5.6440], [1.3395, -4.2979, -5.5555], [2.1021, -3.3803, -6.8924], [3.8099, -3.3666, -3.0461], [2.4623, -2.3053, -3.3010], [2.2477, -4.0546, -3.2474], [-6.4700, -2.6036, -0.1149], [-6.3576, -2.1168, 0.9920], [-5.5183, -2.5364, -1.0741], [-5.6464, -3.2343, -2.3286], [-4.3139, -1.7355, -0.9029], [-7.3746, -3.1158, -0.4836], [-5.8044, -2.5959, -3.1996], [-6.4935, -3.9193, -2.2484], [-4.7684, -3.8689, -2.4831], [-3.4233, -2.2785, -1.2239], [-4.3620, -0.9226, -1.6374], [-4.2271, -1.3188, 0.0931], [1.2244, 5.1048, 1.3478], [1.8101, 6.1690, 1.2389], [1.7275, 4.0409, 2.0120], [0.9691, 2.7976, 2.1138], [2.9650, 4.1266, 2.7623], [0.2605, 4.8899, 0.8661], [1.5467, 2.0087, 1.6264], [0.0461, 2.8634, 1.5459], [0.7907, 2.5015, 3.1475], [3.6001, 4.8907, 2.3308], [2.7386, 4.2061, 3.8298], [3.4343, 3.1365, 2.7017], [1.6460, 2.7739, -2.3028], [2.5677, 3.9357, -2.0025], [2.5536, 4.9524, -2.6595], [3.6870, 3.6607, -1.0054], [1.0937, 2.4507, -1.4217], [2.2634, 1.9525, -2.6693], [0.9449, 3.0173, -3.1003], [3.2267, 3.2909, -0.0853], [4.2320, 4.5748, -0.7772], [4.4104, 2.9643, -1.4338], [7.8664, 0.2556, 1.0541], [7.3632, 1.4276, 1.8715], [8.0060, 2.4404, 1.9991], [5.9672, 1.2731, 2.4076], [7.8189, -0.6411, 1.6698], [8.8553, 0.4078, 0.6308], [7.1867, 0.2180, 0.1963], [5.3543, 1.4230, 1.5123], [5.7184, 2.0444, 3.1311], [5.7247, 0.2774, 2.7761], [3.8952, 0.8249, -4.6574], [5.1022, 0.6151, -3.7695], [6.0666, 1.3410, -3.8216], [5.0003, -0.4638, -2.7017], [4.1346, 0.3850, -5.6274], [3.7181, 1.8966, -4.7139], [3.0317, 0.3152, -4.2326], [5.7078, -0.2790, -1.8989], [5.1680, -1.3991, -3.2479], [4.0081, -0.5466, -2.2593], [-1.1027, -2.5063, -3.4628], [-2.0537, -1.4259, -3.7771], [-2.7893, -0.6035, -4.0857], [-0.1422, -2.1073, -3.1461], [-0.9893, -3.0906, -4.3774], [-1.5043, -3.1624, -2.6956]], "forces_ev_per_angstrom": [[-0.47, -0.01, -0.23], [0.10, -0.17, -0.17], [-0.06, -0.01, 0.06], [0.38, 0.22, 0.18], [0.10, -0.17, 0.38], [0.50, 0.14, 1.06], [-0.24, 0.24, -0.32], [0.10, -0.39, -0.20], [0.20, -0.23, -0.37], [0.11, 0.38, 0.69], [-0.02, -0.57, -0.70], [-0.12, -0.39, -0.98], [-2.01, -0.46, 1.03], [2.28, 1.43, 0.18], [0.44, 0.11, -0.38], [-0.20, -0.12, -0.16], [-1.18, 0.40, 0.67], [-0.03, -0.36, -0.34], [0.08, -0.26, -0.16], [0.08, 0.24, 0.03], [-0.62, 0.28, 0.20], [-0.08, 0.22, 0.06], [-0.09, -0.36, -0.16], [0.04, -0.29, 0.07], [0.12, -1.42, -0.84], [-0.53, 0.26, 1.45], [0.25, 0.50, 0.77], [2.06, -0.30, -1.99], [-2.55, 1.33, -0.45], [0.23, -0.18, 0.00], [0.38, -0.11, 0.44], [0.91, -0.22, 0.05], [0.02, 0.15, 0.19], [-0.11, -0.02, 0.26], [0.08, 0.46, -0.24], [-0.01, -0.36, 0.03], [0.05, -0.23, 0.00], [0.51, 0.75, -0.07], [-0.64, 0.90, 0.58], [0.73, -0.72, 0.83], [-0.01, 0.18, -0.08], [0.16, -0.01, 0.47], [-0.03, -0.92, -0.26], [-0.21, -0.15, -0.69], [-0.04, 0.16, -0.04], [-0.44, -0.27, -0.20], [-0.05, 0.32, -0.51], [0.48, -0.29, -0.39], [-0.12, 0.21, 0.16], [-0.24, -0.50, -0.18], [0.36, 0.31, -0.09], [-0.23, 0.12, 0.53], [-0.25, 0.02, 0.02], [0.12, 0.03, 0.05], [-0.22, -0.09, 0.16], [-0.18, 0.15, 0.13], [-0.02, -0.05, -0.29], [0.26, 0.06, -0.17], [0.01, -0.06, 0.08], [-0.02, 0.81, 0.38], [0.01, 0.00, -0.28], [-0.02, -0.76, -0.37], [-0.82, -0.04, 0.60], [-0.07, 0.43, -0.34], [-0.26, -0.07, -0.01], [-0.03, 0.30, -0.11], [0.34, 0.05, -0.11], [0.51, 1.24, 0.03], [0.43, 0.01, -0.01], [0.11, -0.34, 0.24], [-0.20, 0.15, 0.07], [0.37, 0.37, -0.34], [0.00, -0.19, 0.11], [-0.50, -0.26, 0.40], [0.52, -0.16, 0.11], [-0.18, 0.41, 1.04], [0.05, -0.04, -0.09], [0.00, 0.03, 0.08], [-0.25, 0.04, -0.19], [-0.07, -0.09, -0.02], [0.32, 0.03, -0.55], [-0.12, -0.02, -0.06], [-0.20, -0.05, -0.41], [0.40, -0.08, -0.57], [-0.31, -1.38, 0.16], [0.20, 0.14, 0.15], [-0.40, -0.61, 0.19], [-0.18, 0.20, -1.02], [-0.02, -0.13, 0.26], [0.19, 0.19, 0.12], [-0.06, 0.08, -0.12], [0.08, 0.16, -0.14], [-0.01, -0.30, 0.48], [0.05, 0.13, 0.21], [-0.10, -0.46, -0.07], [0.52, 0.18, -0.18], [-0.18, 0.00, 0.04], [-0.58, -0.39, 0.18], [0.61, 0.08, -0.45], [-0.49, -1.14, 0.01], [-0.11, 0.13, 0.03], [-0.01, -0.13, 0.14], [-0.15, 0.23, 0.18], [-0.13, 0.14, 0.11], [0.02, 0.19, 0.33], [0.20, 0.66, -0.01], [0.26, 0.17, -0.29], [-0.12, 0.29, -0.01], [0.91, -0.20, -0.84], [-0.31, 0.00, 0.25], [-0.51, 0.52, 0.22], [0.09, -0.15, 0.01], [0.01, -0.17, 0.28], [-0.01, 0.22, 0.08], [0.31, -0.30, 0.01], [-0.16, 0.11, -0.05], [-0.22, -0.29, 0.07], [-0.28, 0.46, -0.19], [0.61, -0.14, 0.05], [-0.05, 0.11, 0.15], [-0.20, 0.24, -0.42], [-0.08, -0.21, -0.30], [0.13, 0.14, 0.34], [-0.09, -0.55, 0.11], [-0.22, 0.06, 0.16], [0.07, -0.03, 0.04], [0.18, -0.03, 0.09], [0.36, -0.42, 0.20], [-0.30, 0.43, 1.31], [0.06, -0.10, -0.33], [-0.20, 0.03, -0.61], [-0.18, 0.24, -0.15], [-0.04, -0.02, -0.33], [-0.10, 0.03, -0.13], [0.32, -0.21, -0.23], [0.29, -0.18, 0.37], [-0.12, 0.22, -0.22], [-0.41, 0.18, -0.49], [0.53, -0.43, 0.25], [-0.23, 0.15, -0.02], [-0.04, 0.07, 0.10], [0.16, -0.04, 0.04], [0.02, 0.19, 0.10]]}